Record 1
Molecular formula: C4H8NS
Method: DFT, the ωB97M-V functional and the def2-TZVPD basis

Geometry as XYZ:
```
14
Properties=species:S:1:pos:R:3:forces:R:3
C -1.565111 1.213525 -0.213789 2.3 -2.7 -0.7
C -0.074646 0.813623 -0.391518 0.2 1.5 -2.5
C -0.720123 0.622830 0.896382 -0.3 2.4 2.9
C 0.794934 -1.296724 0.200249 -0.1 -3.6 -0.8
N -0.082796 -0.405875 0.270605 -1.2 -0.7 -1.7
S 3.015717 0.111115 0.081802 1.3 -2.5 -0.1
H -1.782818 2.239400 -0.387428 -0.2 0.6 0.7
H -2.174922 0.438357 -0.616127 -1.0 0.2 -0.6
H 0.930967 1.113189 -0.743538 -1.3 0.6 0.2
H -0.447203 0.953839 1.860978 0.1 0.4 0.8
H 0.945347 -1.922740 1.079308 0.2 0.0 -0.3
H 0.986002 -1.730563 -0.851980 0.4 1.2 1.9
H 3.883102 -0.349685 1.046155 -0.6 0.1 -0.7
H 3.145000 1.280828 0.530147 0.2 2.6 0.9
```
Positions in Å, forces in eV/Å.

* max |F|: 3.7 eV/A
* DFT total energy: -16591.1810 eV
* orbital gap: 9.6 eV
* total charge: +1
* spin multiplicity: 1
* energy above the lowest of the compared OMol25 structures with the same formula, charge and spin: 97.4 kcal/mol

---

Record 2
Molecular formula: C7H18NO2
Method: DFT, the ωB97M-V functional and the def2-TZVPD basis

Geometry as XYZ:
```
28
Properties=species:S:1:pos:R:3:forces:R:3
C -1.693154 -1.191358 -0.904941 -2.0 0.6 1.6
C -1.076582 -1.057821 1.561726 -2.5 -1.4 2.3
C -2.224421 0.922329 0.368840 3.9 -1.4 0.0
C 0.058913 1.113932 -1.432177 0.0 -1.4 -0.2
C 1.795312 1.722310 0.702248 2.9 1.0 1.2
C 2.494576 -1.453119 -0.345753 5.0 -1.0 1.5
C -1.212066 -0.325677 0.279275 -0.5 1.9 -1.5
N 0.078763 0.303078 -0.178090 -0.2 -0.9 -2.7
O 0.977927 0.494126 0.707555 1.6 1.1 2.0
O 1.531132 -1.485609 -1.149600 -2.4 0.7 -0.5
H -1.803426 -0.636275 -1.804501 0.0 0.5 -0.6
H -1.058670 -1.994432 -1.067268 1.2 -1.6 -0.3
H -2.735712 -1.536708 -0.689781 0.9 0.1 0.1
H -0.793931 -0.606296 2.577307 -0.7 0.2 -1.8
H -0.415756 -1.870981 1.488229 1.1 -1.2 -0.5
H -2.112461 -1.633884 1.701148 2.0 1.5 -0.1
H -2.099669 1.548983 -0.479384 -0.4 0.5 -0.6
H -3.096883 0.423906 0.429153 -3.4 -1.0 0.1
H -1.973693 1.372584 1.282385 0.0 1.2 1.2
H 0.077777 2.157568 -1.236655 -1.2 1.0 0.3
H 0.966258 1.030051 -1.927623 2.4 -0.7 -0.5
H -0.564212 0.665658 -2.248169 -0.2 0.9 1.5
H 2.618310 1.766058 -0.073160 -1.3 -0.6 0.6
H 2.362721 1.900861 1.724882 -1.4 -1.5 -1.8
H 1.222702 2.623076 0.659483 -1.0 0.2 -0.5
H 2.226098 -0.750948 0.623771 -0.1 -0.2 -0.9
H 3.553617 -1.061136 -0.753347 -2.1 0.3 0.6
H 2.896541 -2.440285 0.184456 -1.7 1.3 -0.4
```
Positions in Å, forces in eV/Å.

* max |F|: 5.3 eV/A
* DFT total energy: -13121.3724 eV
* orbital gap (spin up / spin down): 6.7 / 6.8 eV
* total charge: +1
* spin multiplicity: 1
* energy above the lowest of the compared OMol25 structures with the same formula, charge and spin: 185.3 kcal/mol